Entry 1:
Density functional theory data (wB97M-V/def2-TZVPD) for a structure of composition C26H33CeIN4O4S at a distorted geometry.

Structure (XYZ):
```
70
Properties=species:S:1:pos:R:3:forces:R:3
Ce -0.87494 0.12737 0.86570 1.55 0.78 0.56
N 0.49307 -0.47737 3.01468 2.08 0.74 -0.93
C 0.75225 -1.95013 3.16109 0.47 0.63 -0.78
C -0.23042 -2.52553 4.16075 0.95 -0.83 1.05
C -1.67874 -2.34194 3.74816 -0.36 1.77 -0.43
C -2.03288 -2.87433 2.37817 -0.70 -0.25 -0.50
N -2.36852 -1.80978 1.36626 -0.26 -0.62 -0.40
H 1.44599 -0.00092 2.95104 -1.66 -0.65 -0.33
H 0.13620 -0.06707 3.85696 -0.46 -0.06 0.75
H 1.84362 -2.09199 3.35308 -0.98 -0.12 0.54
H 0.63640 -2.37086 2.14645 -0.17 -0.04 0.45
H -0.03437 -2.01364 5.16259 -0.31 -0.98 -1.11
H 0.00329 -3.61635 4.21543 -0.18 0.73 0.45
H -1.83199 -1.25565 3.60779 -0.11 -0.05 0.54
H -2.42010 -2.61519 4.50086 0.37 -0.26 0.03
H -2.89640 -3.54469 2.41584 0.26 -0.10 0.07
H -1.19904 -3.38614 1.92937 0.27 -0.52 -0.07
H -3.26922 -1.35966 1.56636 -0.08 -0.48 0.11
H -2.48929 -2.35085 0.47850 -0.05 0.92 0.77
I 3.10624 0.08678 0.48268 -0.04 0.41 -0.95
C 2.69440 2.07836 -0.18119 -0.91 0.87 0.03
C 3.39356 2.83676 -1.11385 -0.70 0.16 1.10
C 3.33061 4.27095 -1.08437 -0.62 -0.57 -0.12
C 2.58173 4.90685 -0.12446 0.00 -2.37 -0.33
C 1.67967 4.12165 0.68808 0.43 0.36 0.60
C 0.88843 4.75518 1.69568 0.23 0.17 -0.76
C 0.06063 4.04004 2.49763 -0.43 -0.48 1.03
C -0.01025 2.62602 2.32230 -0.42 0.26 -0.48
C 0.64122 1.97500 1.29470 -0.50 -0.10 1.02
C 1.64053 2.69255 0.62218 1.74 0.50 -1.97
H 4.01009 2.42091 -1.87445 0.66 -0.63 -0.11
H 3.86947 4.83310 -1.85849 -0.03 -0.26 0.61
H 2.74951 5.93665 0.00125 -0.44 1.25 0.32
H 1.00435 5.82528 1.76835 -0.24 0.17 0.19
H -0.57162 4.47775 3.30303 0.78 -0.16 -0.76
H -0.66705 2.09783 2.99909 -0.26 -0.06 0.00
C 1.32735 -2.58298 -4.67596 0.41 0.76 0.79
N 1.34718 -2.65776 -3.17684 -1.60 1.22 0.59
N 0.47517 -1.80083 -2.33646 2.27 -1.65 -1.85
C 0.43826 -2.38723 -1.11698 0.14 0.23 1.09
O -0.02637 -1.74611 -0.08384 -0.03 -0.16 -0.74
C 1.05837 -3.64436 -1.17505 0.02 0.61 0.49
C 1.57017 -3.76664 -2.45556 -0.12 -0.96 0.54
C 2.14378 -5.02860 -3.02754 0.00 0.48 -1.25
C 0.22478 -0.44773 -2.60187 -1.24 2.46 0.07
C -1.06246 0.03137 -2.21270 1.05 0.65 -0.74
C -1.41144 1.36698 -2.51629 -0.05 0.31 -0.26
C -0.49618 2.32556 -3.02436 -0.43 -1.31 0.23
C 0.79550 1.85075 -3.27920 -0.14 1.49 0.38
C 1.11425 0.52678 -3.14093 1.64 -2.73 0.31
H 2.40427 -2.47146 -4.99481 -1.34 -0.12 0.09
H 0.72340 -1.67826 -4.94366 0.67 -0.91 0.05
H 0.86571 -3.50292 -5.05673 0.17 0.41 -0.09
H 1.21527 -4.27545 -0.29612 -0.14 0.10 -0.69
H 2.31146 -5.79803 -2.27685 -0.15 0.20 0.01
H 3.08539 -4.83657 -3.56448 -0.20 -0.05 0.25
H 1.43755 -5.40189 -3.80964 0.43 0.07 0.66
H -1.80613 -0.61314 -1.74352 0.06 -0.08 -0.53
H -2.47305 1.60457 -2.42428 0.40 0.21 0.31
H -0.78797 3.36410 -3.24507 0.14 -0.69 0.26
H 1.60941 2.57012 -3.46781 -0.56 -0.51 -0.39
H 2.16597 0.20309 -3.40353 -1.32 0.33 0.38
C -4.52305 2.75298 0.76607 1.30 -0.89 1.81
S -3.71443 1.15933 1.13255 -2.49 1.91 1.52
O -3.01304 0.64401 -0.06806 0.68 -0.34 -0.66
O -4.82178 0.36077 1.58065 0.95 -0.73 -0.04
O -2.60882 1.38867 2.13857 -0.38 -0.92 -0.91
H -4.87650 2.69500 -0.22131 -0.53 0.01 -1.27
H -3.73729 3.48347 0.89760 -0.10 0.51 -0.12
H -5.34117 2.85542 1.50676 0.62 -0.06 -0.49
```
Positions in Å, forces in eV/Å.

Summary:
total energy: -2701.03215 hartree
energy above the lowest of the compared OMol25 structures with the same formula, charge and spin: 12.88 kcal/mol
charge: +2

Entry 2:
Density functional theory data (wB97M-V/def2-TZVPD) for a structure of composition C26H33FIMoN4O4SSi.

Structure (XYZ):
```
72
Properties=species:S:1:pos:R:3:forces:R:3
Mo 0.34839 0.88665 0.90576 -0.45 -0.35 0.21
N 0.56412 3.08656 1.13784 -0.07 0.13 -0.06
C 1.33475 3.38769 2.37278 0.03 0.02 0.07
C 0.90742 2.41351 3.46938 0.08 0.05 -0.07
O 0.90974 2.76679 4.63122 -0.01 0.01 0.07
N 0.51025 1.20574 2.98799 0.26 0.28 -0.04
C -0.39457 0.46605 3.84166 -0.03 -0.06 -0.01
C -1.56785 0.02652 2.97586 0.02 0.06 0.39
O -2.57328 -0.45943 3.41531 -0.07 -0.07 -0.09
O -1.33244 0.17981 1.67203 0.15 0.06 -0.17
H 0.97052 3.55675 0.32982 -0.08 -0.02 0.08
H -0.37725 3.46267 1.24329 0.09 -0.02 -0.04
H 1.14751 4.40052 2.72780 0.02 -0.04 -0.03
H 2.40139 3.28753 2.16986 -0.04 0.01 0.00
H -0.74438 1.07298 4.67979 0.02 -0.03 -0.08
H 0.05399 -0.43485 4.26974 0.00 -0.03 0.02
C 1.77083 1.15496 -3.41457 -0.02 -0.01 0.03
Si 0.65074 0.09027 -2.32927 0.10 -0.04 -0.06
C 1.87281 -1.19466 -1.71783 -0.14 0.02 -0.03
C -0.64769 -0.81994 -3.31520 0.02 -0.02 0.04
N -0.15234 1.07061 -1.03381 0.45 0.06 -0.08
C -1.08140 2.03771 -1.52429 -0.09 0.12 -0.01
C -1.18552 2.37421 -2.88420 0.00 -0.04 -0.05
C -2.10366 3.28391 -3.37567 -0.04 0.03 0.02
C -2.99157 3.92097 -2.52402 0.05 -0.04 0.02
C -2.93531 3.62066 -1.17595 0.02 -0.03 0.04
C -2.00746 2.70970 -0.71597 0.03 0.01 0.11
F -2.01821 2.48737 0.63030 -0.04 -0.05 -0.18
H 2.21611 0.48768 -4.15608 0.00 -0.04 -0.04
H 2.60474 1.55059 -2.83293 0.05 0.00 0.03
H 1.32813 1.98803 -3.95368 0.03 0.01 0.02
H 2.40879 -1.49606 -2.62156 0.04 0.00 -0.04
H 1.40268 -2.08270 -1.30900 0.03 0.01 0.05
H 2.61181 -0.84437 -1.00138 0.03 0.03 0.04
H -0.14850 -1.46458 -4.04199 0.00 -0.03 -0.03
H -1.34808 -0.18539 -3.85389 0.01 0.03 -0.01
H -1.23315 -1.45843 -2.65065 -0.01 0.00 0.02
H -0.53617 1.90023 -3.60016 -0.08 0.05 0.05
H -2.12360 3.48719 -4.43713 0.00 0.01 -0.02
H -3.71341 4.63210 -2.89759 -0.02 0.01 -0.01
H -3.60475 4.07186 -0.45702 -0.02 0.01 0.02
C -4.76040 -4.46103 -1.00718 0.01 0.00 0.01
C -3.53555 -3.94096 -0.31202 -0.01 0.00 0.00
C -2.36243 -3.68931 -1.02642 -0.01 -0.01 0.02
C -1.24245 -3.18343 -0.39601 0.02 -0.03 0.06
C -1.29629 -2.92239 0.96691 0.11 0.07 -0.02
C -2.45086 -3.15095 1.69896 0.00 0.02 0.03
C -3.56022 -3.67137 1.05263 0.03 0.02 -0.03
S 0.10061 -2.26466 1.83320 -0.17 -0.16 -0.01
C 1.25105 -3.62315 1.67196 -0.05 0.08 -0.04
O 0.77127 -1.20373 0.93076 0.11 -0.03 -0.13
H -4.50848 -4.94469 -1.94884 0.00 -0.01 -0.02
H -5.44690 -3.64073 -1.22436 -0.01 0.01 -0.01
H -5.29202 -5.17587 -0.38117 -0.01 -0.01 0.00
H -2.33130 -3.90133 -2.08767 0.01 0.01 -0.02
H -0.33747 -2.98736 -0.95248 0.00 -0.02 -0.06
H -2.49557 -2.90367 2.74965 -0.01 0.03 0.06
H -4.46624 -3.84926 1.61570 -0.03 -0.01 0.03
H 1.38983 -3.85331 0.61777 0.01 0.00 -0.01
H 0.82278 -4.47377 2.19819 -0.01 -0.03 0.01
H 2.18999 -3.32565 2.13454 0.00 0.02 0.00
I 5.62532 -0.83325 3.27053 -0.03 0.03 -0.04
C 4.65387 0.28412 1.81403 0.11 0.00 -0.01
C 5.35871 0.97738 0.83886 -0.13 -0.01 0.03
C 4.64704 1.70724 -0.10279 0.03 -0.03 0.04
C 3.26911 1.70987 -0.04627 -0.14 -0.02 0.08
N 2.58796 1.03265 0.89272 -0.08 -0.02 -0.09
C 3.27160 0.34034 1.81392 -0.16 0.02 -0.05
H 6.43866 0.95419 0.81775 0.04 0.00 0.00
H 5.15798 2.26455 -0.87417 -0.01 0.02 -0.02
H 2.67544 2.25978 -0.76604 0.03 -0.04 0.01
H 2.68085 -0.15766 2.57074 0.01 0.01 -0.04
```
Positions in Å, forces in eV/Å.

Summary:
total energy: -2683.88753 hartree
multiplicity: 3
energy above the lowest of the compared OMol25 structures with the same formula, charge and spin: 23.14 kcal/mol
charge: +1

Entry 3:
Density functional theory data (wB97M-V/def2-TZVPD) for a structure of composition C26H34BF13O9SSb at a distorted geometry.

Structure (XYZ):
```
85
Properties=species:S:1:pos:R:3:forces:R:3
C -3.94046 2.73012 3.75034 0.07 0.38 0.44
C -4.33734 2.76275 2.14604 -6.31 1.77 -1.39
O -5.59236 3.19820 1.85145 8.62 -2.70 1.48
O -3.42088 2.30017 1.05085 -1.56 -0.77 4.26
C -2.97912 0.96230 1.57414 -3.31 -4.07 0.24
O -3.90528 0.00688 1.47580 5.88 5.75 0.69
C -1.50545 0.88820 2.24231 -2.95 2.58 1.47
Sb 0.07012 -0.17728 1.11058 1.61 -0.52 -0.14
C -0.51754 -2.17988 1.84491 -0.96 -2.45 0.00
C -1.98677 -2.30369 2.54398 0.36 -2.25 -0.11
C -2.06084 -3.82253 3.24277 0.00 0.25 -0.59
C -2.65853 -4.94884 2.21073 -0.75 -0.31 2.20
O -1.75838 -5.28868 1.09702 2.39 -2.05 2.45
C -0.63261 -6.14143 1.54515 5.20 1.03 -4.38
O 0.50775 -6.20856 0.81330 -8.01 0.39 4.70
C 0.68718 1.85655 0.34227 -0.92 1.67 -0.53
C 1.25898 1.85453 -1.17859 0.56 1.20 -0.60
C 2.73081 2.61738 -1.24475 -1.70 0.74 1.56
F 3.58803 2.22204 -0.10166 -2.01 1.23 -3.55
F 2.41836 4.08185 -1.05867 1.49 -3.70 -0.70
C 3.53846 2.39033 -2.65550 -0.18 -2.05 -0.72
F 2.79439 2.86390 -3.83936 2.41 -1.14 3.74
F 3.66240 0.89310 -2.81906 -0.50 4.75 0.31
C 5.11970 2.93141 -2.58829 0.72 -1.90 3.04
F 5.84559 1.77553 -1.92839 -2.09 3.79 -2.15
F 5.30436 4.05573 -1.63035 -0.61 -3.36 -3.73
C 5.83640 3.09751 -4.03622 2.89 -4.58 -0.28
F 5.34853 2.10683 -5.06838 1.51 3.13 4.30
F 7.28574 2.71716 -3.82997 -4.80 1.39 -0.48
S 5.83957 4.77452 -4.82152 1.18 3.03 -4.33
F 6.85597 5.49432 -3.64929 -2.65 -1.70 -1.99
F 4.38909 5.30245 -4.09968 3.20 -1.37 -1.16
F 4.97016 4.09059 -6.17455 1.34 2.25 2.82
F 7.29353 4.30560 -5.67374 -2.98 1.21 1.56
F 5.88435 6.25372 -5.68703 -0.16 -2.95 1.90
C -1.15034 -0.32601 -0.74651 -0.71 1.39 -2.57
O -1.99584 -1.52586 -0.82107 -2.96 1.75 -2.90
C -3.06749 -1.16304 -1.80727 -3.07 0.46 -2.60
C -2.74415 -0.67997 -3.36454 -3.37 -0.16 1.15
C -3.97975 -0.25064 -4.36592 -1.03 -1.06 3.59
C -5.55627 -0.27799 -3.88753 2.58 -1.41 3.12
C -5.91963 -0.80050 -2.37144 4.89 0.28 -1.33
C -4.66557 -1.22003 -1.39885 0.70 0.74 -2.36
C 1.85302 -1.12365 0.20398 3.22 -1.70 -0.86
B 1.60267 -2.22139 -0.96809 -0.08 -0.31 -1.45
O 1.24101 -3.64961 -0.81215 -1.50 2.68 -0.40
O 1.79091 -1.75098 -2.38649 -2.01 -0.92 1.69
C 1.40643 0.25601 2.83732 -0.50 -0.62 3.60
C 0.84811 -0.64301 4.26968 2.97 -1.28 1.06
C 1.98693 -1.82007 4.84937 -1.63 5.44 1.96
O 1.65902 -0.38275 5.58099 -2.15 -1.45 -4.02
H -3.01096 3.42760 3.99095 -1.85 -1.61 -0.78
H -4.85128 3.15070 4.39422 1.87 -0.88 -1.93
H -3.72760 1.65431 4.17037 -0.27 2.05 -1.22
H -1.64514 0.52992 3.36769 0.17 0.41 -2.56
H -1.12015 2.01407 2.35916 -0.95 -2.40 -0.42
H 0.30222 -2.72157 2.52387 -1.60 1.54 -1.35
H -0.59795 -2.90062 0.89346 0.25 1.69 2.01
H -2.22581 -1.55797 3.40288 0.35 -1.08 -1.87
H -2.78502 -2.33781 1.67580 1.44 0.68 2.02
H -0.98097 -4.15645 3.55092 -1.97 0.60 -0.45
H -2.72920 -3.78637 4.21050 1.14 -0.28 -1.93
H -3.71369 -4.59932 1.81605 2.39 -0.78 0.37
H -2.81895 -5.93715 2.85534 0.14 1.93 -1.37
H -0.65080 -6.74463 2.55779 -0.67 1.42 -1.92
H -0.33452 2.47425 0.32820 2.22 -1.14 -0.09
H 1.36134 2.38840 1.14626 -1.05 -1.07 -1.90
H 0.54100 2.51209 -1.86958 1.74 -1.32 1.41
H 1.35239 0.82091 -1.70884 0.05 1.71 1.28
H -0.50432 -0.31100 -1.75170 -0.97 -0.01 2.25
H -1.88583 0.60123 -0.91476 1.65 -1.59 0.73
H -1.61644 -0.64463 -3.75223 -2.87 -0.02 0.91
H -3.75030 0.09918 -5.46204 -0.39 -0.79 2.47
H -6.45724 0.05290 -4.56673 2.26 -0.70 1.31
H -7.00745 -0.86449 -1.91149 2.56 0.22 -1.26
H -4.92264 -1.59214 -0.31807 0.66 0.91 -2.30
H 2.42560 -1.69110 1.08589 -1.42 1.16 -1.64
H 2.66093 -0.34772 -0.20928 -1.85 -1.43 0.89
H 0.24708 -3.78845 -0.94589 2.09 0.16 0.32
H 1.04739 -2.09477 -2.96627 1.58 0.18 1.04
H 1.25321 1.38804 3.12120 0.66 -2.18 -0.35
H 2.52190 -0.05874 2.67310 -2.14 0.89 0.38
H -0.37057 -0.93172 4.34201 3.70 0.85 0.16
H 3.07740 -1.55140 4.51489 -2.20 -1.54 0.47
H 1.67342 -2.37883 5.82819 0.94 -0.01 -2.70
```
Positions in Å, forces in eV/Å.

Summary:
total energy: -3648.83010 hartree
charge: -1

Entry 4:
Density functional theory data (wB97M-V/def2-TZVPD) for a structure of composition C26H34BN3O2PSZn at a distorted geometry.

Structure (XYZ):
```
69
Properties=species:S:1:pos:R:3:forces:R:3
Zn -0.20890 -0.10340 -0.19160 1.25 0.44 0.33
N 3.64930 -0.36230 1.33290 -0.32 -0.04 0.20
C 4.15400 -0.23950 0.06190 -0.32 0.04 -0.86
C 5.43940 -0.07290 -0.43030 0.04 -0.01 0.04
C 5.56910 0.05700 -1.79830 0.03 -0.03 0.20
C 4.45990 -0.00470 -2.65010 -0.02 0.01 -0.12
C 3.18250 -0.18070 -2.16850 -0.01 0.04 0.07
C 3.02900 -0.27830 -0.79060 0.92 0.11 -0.11
N 1.89910 -0.40400 -0.03000 -1.00 -0.11 0.62
C 2.30060 -0.44990 1.22440 0.48 0.01 -0.30
C 1.37870 -0.53560 2.32400 0.04 -0.09 1.35
C 1.65010 -0.61930 3.66460 -0.26 0.00 -0.30
S 0.19400 -0.68160 4.56310 0.10 0.02 -0.59
C -0.68180 -0.58710 3.08990 -0.06 -0.06 0.51
N 0.04710 -0.50940 2.02660 0.14 0.11 -0.57
H 4.18910 -0.38870 2.18090 -0.07 0.01 0.04
H 6.29130 -0.04430 0.23010 0.15 0.03 0.02
H 6.55030 0.20740 -2.22070 0.08 -0.02 -0.04
H 4.61950 0.09010 -3.71200 -0.01 -0.01 -0.13
H 2.32560 -0.24580 -2.81930 -0.09 0.04 -0.14
H 2.60100 -0.64890 4.15740 0.22 -0.03 0.10
H -1.75350 -0.60840 3.06710 -0.33 0.03 -0.04
C -7.83890 -1.17460 2.45390 -0.04 0.00 -0.21
C -7.89020 -1.26240 0.92250 -0.12 -0.04 0.06
C -8.04640 -2.72890 0.49220 -0.03 0.20 0.05
C -9.11280 -0.47370 0.44400 0.22 -0.16 0.07
C -6.59230 -0.71940 0.33960 0.00 0.17 -0.11
C -6.57580 0.35290 -0.55340 -0.20 -0.08 0.11
C -5.41620 0.84980 -1.12460 0.59 0.00 -0.08
C -4.23570 0.22900 -0.78040 -0.60 -0.52 0.62
O -2.94830 0.49240 -1.15860 0.02 0.46 -0.62
B -2.14670 -0.40880 -0.48850 -0.13 0.13 -0.14
O -2.92150 -1.21200 0.32230 0.03 -0.71 0.48
C -4.22350 -0.82780 0.13220 -0.65 0.60 -0.50
C -5.38290 -1.31900 0.69760 0.47 0.09 -0.11
H -8.74660 -1.59420 2.87980 -0.12 -0.06 0.08
H -7.76110 -0.13600 2.76860 0.03 0.10 0.08
H -6.99230 -1.72250 2.85710 0.10 -0.07 0.09
H -9.01770 -3.10170 0.80680 -0.12 -0.10 0.05
H -7.28180 -3.35770 0.94060 0.11 -0.09 0.02
H -7.97440 -2.82080 -0.58940 -0.02 -0.03 -0.11
H -10.01890 -0.92270 0.84160 -0.09 -0.07 0.08
H -9.18880 -0.48090 -0.64020 -0.06 0.03 -0.13
H -9.06990 0.55390 0.79720 -0.03 0.16 -0.05
H -7.49700 0.83610 -0.82730 -0.16 0.02 0.00
H -5.44000 1.68990 -1.80000 0.01 0.06 -0.12
H -5.33870 -2.13920 1.39460 -0.01 -0.15 0.09
C 1.50780 3.93440 -1.70430 -0.07 0.01 0.03
C 0.21560 3.95160 -0.90140 0.16 -0.44 0.00
P 0.07180 2.54620 0.29320 -0.29 0.52 0.27
C -1.59530 2.90330 1.03030 0.21 -0.25 -0.13
C -2.09130 4.34480 1.08240 0.02 -0.16 0.09
C 1.29950 2.99730 1.61880 -0.21 -0.27 -0.28
C 1.02240 4.24670 2.44390 0.09 -0.12 -0.09
H 1.51320 4.75950 -2.41170 0.06 0.05 -0.09
H 1.60800 3.00660 -2.26220 0.08 -0.10 -0.08
H 2.37620 4.04770 -1.06000 0.14 -0.01 0.03
H -0.63670 3.85520 -1.57820 -0.06 0.09 0.07
H 0.12300 4.89440 -0.35870 -0.12 -0.08 -0.01
H -1.59120 2.44850 2.02550 -0.07 -0.03 0.02
H -2.29030 2.32530 0.41500 -0.01 -0.08 0.12
H -1.43370 4.99790 1.64660 0.03 0.09 0.01
H -3.06760 4.35960 1.56160 -0.09 0.06 0.02
H -2.21050 4.74510 0.08020 -0.02 0.11 -0.06
H 2.26440 3.08650 1.10900 0.00 -0.09 0.03
H 1.36900 2.13000 2.28300 0.06 0.01 -0.05
H 0.89770 5.11630 1.80440 -0.04 0.14 0.04
H 1.86410 4.43650 3.10730 0.02 0.07 0.07
H 0.13280 4.12170 3.05750 -0.05 0.07 0.01
```
Positions in Å, forces in eV/Å.

Summary:
total energy: -3869.57184 hartree
charge: +1